Molecular formula: C49H32BBr2F6NO10
Method: DFT, ωB97M-V with the def2-TZVPD basis set

Values from the calculation:
- structure (SMILES) = O=C=NC1=C(Br)C(=O)c2c(CB(O)O)c(CC(=O)Br)c(CCF)c(CCCC(F)(F)C(F)(F)F)c2C1=O.O=C1c2ccccc2C(=O)c2ccccc21.O=C1c2ccccc2C(=O)c2ccccc21
- 2S+1 = 1
- HOMO-LUMO gap (eV) = 8.12
- total charge = 0
- E_HOMO (eV) = -9.7

Each line ends with the Löwdin charge.
Geometry (Å):
O  1.217  4.837  -4.853  0.213
C  1.922  4.574  -3.973  -0.267
N  2.736  4.087  -3.163  0.152
C  2.078  3.371  -2.078  -0.201
C  1.930  2.007  -2.144  -0.464
Br  2.552  0.953  -3.667  0.772
C  1.263  1.196  -0.958  -0.327
O  0.522  0.265  -1.150  0.107
C  1.622  1.754  0.474  0.010
C  1.846  0.900  1.653  -0.069
C  1.732  -0.663  1.526  -0.019
B  0.411  -1.284  2.217  -0.541
O  0.611  -2.396  3.102  0.088
O  -0.891  -0.792  1.982  0.133
C  2.182  1.581  2.948  -0.103
C  2.376  0.661  4.223  -0.093
C  3.671  -0.236  4.143  -0.764
O  3.689  -1.325  4.637  0.032
Br  5.275  0.384  3.192  0.717
C  2.333  3.061  3.059  -0.073
C  2.730  3.768  4.404  -0.112
C  1.643  3.643  5.546  -0.141
F  2.346  3.182  6.724  -0.112
C  2.124  3.914  1.835  -0.068
C  2.309  5.486  1.876  -0.122
C  1.061  6.141  2.630  -0.147
C  -0.319  5.448  2.300  -0.074
C  -1.576  6.325  2.662  -0.339
F  -2.713  5.621  2.216  0.061
F  -1.662  6.403  4.050  0.079
C  -1.622  7.744  1.946  -0.409
F  -2.900  7.925  1.423  0.105
F  -0.757  7.878  0.896  0.140
F  -1.470  8.747  2.894  0.115
C  1.761  3.250  0.549  0.008
C  1.550  4.088  -0.770  -0.241
O  1.003  5.167  -0.810  0.107
H  1.737  -1.011  0.447  0.125
H  2.639  -1.160  1.995  0.109
H  0.691  -2.100  4.026  0.101
H  -1.208  -0.236  2.716  0.112
H  1.440  0.053  4.418  0.130
H  2.503  1.295  5.157  0.113
H  2.982  4.853  4.292  0.097
H  3.689  3.262  4.745  0.132
H  0.882  2.849  5.326  0.119
H  1.194  4.635  5.838  0.125
H  2.507  5.928  0.867  0.111
H  3.212  5.746  2.513  0.114
H  1.226  6.082  3.749  0.104
H  1.086  7.240  2.375  0.119
H  -0.422  4.504  2.921  0.137
H  -0.425  5.125  1.229  0.123
O  -0.202  -6.228  5.638  0.103
C  -0.467  -7.085  4.815  -0.278
C  -0.119  -6.893  3.386  -0.079
C  0.536  -5.730  2.988  0.004
C  0.900  -5.559  1.661  -0.051
C  0.614  -6.549  0.724  -0.053
C  -0.053  -7.702  1.113  -0.001
C  -0.427  -7.875  2.443  -0.085
C  -1.156  -9.103  2.844  -0.279
O  -1.473  -9.934  2.014  0.103
C  -1.486  -9.304  4.277  -0.084
C  -2.139  -10.469  4.673  0.000
C  -2.423  -10.682  6.015  -0.059
C  -2.056  -9.733  6.965  -0.059
C  -1.418  -8.564  6.572  -0.001
C  -1.136  -8.344  5.226  -0.084
H  0.766  -4.958  3.712  0.109
H  1.414  -4.654  1.355  0.104
H  0.911  -6.419  -0.310  0.107
H  -0.278  -8.467  0.379  0.120
H  -2.422  -11.213  3.938  0.121
H  -2.927  -11.591  6.322  0.107
H  -2.270  -9.905  8.014  0.107
H  -1.138  -7.828  7.316  0.120
O  -4.278  1.501  -9.558  0.104
C  -3.242  1.387  -8.931  -0.279
C  -2.298  0.281  -9.228  -0.083
C  -2.593  -0.619  -10.249  0.001
C  -1.698  -1.632  -10.561  -0.058
C  -0.503  -1.750  -9.855  -0.058
C  -0.213  -0.866  -8.826  0.000
C  -1.112  0.148  -8.505  -0.083
C  -0.800  1.077  -7.391  -0.275
O  0.208  0.928  -6.726  0.088
C  -1.734  2.194  -7.107  -0.079
C  -1.436  3.094  -6.088  0.000
C  -2.285  4.162  -5.836  -0.052
C  -3.436  4.335  -6.600  -0.055
C  -3.744  3.431  -7.608  0.001
C  -2.897  2.355  -7.861  -0.083
H  -3.520  -0.528  -10.805  0.121
H  -1.928  -2.330  -11.359  0.107
H  0.201  -2.535  -10.108  0.107
H  0.716  -0.965  -8.276  0.120
H  -0.539  2.967  -5.494  0.103
H  -2.048  4.864  -5.044  0.107
H  -4.094  5.175  -6.408  0.108
H  -4.643  3.569  -8.198  0.121

Molecular formula: CH6N2O2S
Method: DFT, ωB97M-V with the def2-TZVPD basis set

Values from the calculation:
- energy relative to the best compared isomer or geometry (same formula, charge and spin) (kJ/mol) = 72.0
- 2S+1 = 1
- HOMO-LUMO gap (eV) = 8.82
- total charge = 0
- E_HOMO (eV) = -8.1

Each line ends with the Löwdin charge.
Geometry (Å):
C  -0.025  0.369  -0.517  -0.535
N  0.449  -0.201  -1.659  0.013
N  -1.427  0.182  -0.460  0.010
O  -0.685  -0.580  2.164  -0.532
O  1.742  0.216  1.705  -0.362
S  0.449  -0.769  1.240  0.935
H  0.326  1.466  -0.454  0.145
H  1.455  -0.226  -1.737  0.084
H  -0.017  -1.144  -1.802  0.120
H  1.403  0.885  2.301  0.039
H  -1.723  -0.034  0.447  0.012
H  -1.948  -0.165  -1.226  0.072

Molecular formula: C31H24Cl3N6O3S3V
Method: DFT, ωB97M-V with the def2-TZVPD basis set

Values from the calculation:
- energy relative to the best compared isomer or geometry (same formula, charge and spin) (kJ/mol) = 245.4
- 2S+1 = 4
- HOMO-LUMO gap (alpha / beta) (eV) = 6.17 / 6.17
- total charge = -1
- E_HOMO (alpha / beta) (eV) = -4.2 / -4.4

Each line ends with the Mulliken spin population.
Geometry (Å):
V  1.402  0.380  -0.472  2.797
C  3.045  1.787  -5.437  0.000
S  2.143  0.271  -5.074  0.001
C  1.413  0.553  -3.483  0.004
S  1.821  1.890  -2.439  -0.025
N  0.553  -0.401  -3.232  0.019
N  -0.013  -0.307  -1.909  -0.056
C  -1.241  -0.637  -1.948  0.069
C  -2.196  -0.658  -0.805  0.012
C  -3.520  -0.961  -1.086  0.013
C  -4.444  -0.984  -0.050  -0.003
C  -4.014  -0.712  1.234  0.014
C  -2.668  -0.416  1.418  -0.002
N  -1.781  -0.385  0.424  0.042
H  3.930  1.501  -6.008  0.000
H  2.436  2.480  -6.017  0.000
H  3.351  2.258  -4.503  0.002
H  -1.635  -0.915  -2.919  0.008
H  -3.812  -1.181  -2.106  0.000
H  -5.484  -1.216  -0.247  0.000
H  -4.695  -0.724  2.078  0.001
H  -2.278  -0.195  2.411  0.001
C  -5.489  3.135  -0.625  0.000
C  -4.040  3.125  -0.191  -0.002
C  -3.688  3.325  1.140  0.001
C  -2.354  3.344  1.532  0.000
C  -1.374  3.164  0.569  0.017
C  -1.691  2.954  -0.772  0.044
C  -3.025  2.932  -1.134  0.007
S  0.300  3.273  1.012  0.041
O  1.010  3.843  -0.084  0.006
O  0.386  3.899  2.304  0.002
N  0.805  1.651  1.112  -0.005
C  0.456  0.863  2.296  0.039
C  0.107  1.340  3.529  0.010
C  -0.135  0.449  4.608  -0.010
C  -0.012  -0.891  4.455  0.012
C  0.351  -1.420  3.196  -0.019
C  0.474  -2.817  2.960  0.034
C  0.763  -3.266  1.722  -0.010
C  0.978  -2.326  0.688  0.053
N  0.901  -1.033  0.869  -0.115
C  0.577  -0.556  2.122  0.012
H  -6.157  3.313  0.219  0.000
H  -5.764  2.181  -1.083  0.000
H  -5.668  3.915  -1.369  0.000
H  -4.468  3.473  1.881  0.000
H  -2.072  3.516  2.564  0.000
H  -0.895  2.824  -1.503  -0.045
H  -3.290  2.771  -2.176  0.001
H  0.025  2.400  3.693  0.001
H  -0.418  0.860  5.570  -0.001
H  -0.183  -1.567  5.286  0.000
H  0.350  -3.509  3.789  0.002
H  0.879  -4.323  1.509  0.000
H  1.217  -2.658  -0.315  0.002
Cl  5.060  -5.440  -3.730  0.000
C  4.577  -4.542  -2.287  0.001
C  4.184  -3.221  -2.389  -0.001
C  3.808  -2.537  -1.249  0.011
Cl  3.368  -0.830  -1.487  0.000
C  3.758  -3.096  0.079  0.002
O  3.346  -2.494  1.094  0.008
C  4.201  -4.470  0.077  0.001
Cl  4.221  -5.298  1.625  0.000
C  4.592  -5.164  -1.049  -0.001
H  4.169  -2.720  -3.350  -0.001
H  4.907  -6.196  -0.962  0.000
N  3.289  2.158  1.472  0.118
C  2.487  1.490  0.771  -0.112
H  2.866  2.750  2.183  0.002

Molecular formula: C17H41CaO11Sr
Method: DFT, ωB97M-V with the def2-TZVPD basis set

Values from the calculation:
- 2S+1 = 1
- HOMO-LUMO gap (eV) = 5.96
- total charge = +1
- E_HOMO (eV) = -10.4

Each line ends with the Löwdin charge.
Geometry (Å):
Sr  -0.658  -2.692  0.333  1.661
Ca  -1.008  -1.756  3.890  1.646
C  -2.585  -3.817  2.930  -0.933
O  -2.372  -2.875  2.088  -0.367
O  -2.209  -5.022  2.705  -0.071
O  -2.553  -3.443  4.175  -0.248
O  -0.260  1.715  1.342  0.128
C  -0.466  0.416  1.122  -0.739
O  -0.884  -0.347  2.047  -0.205
O  -0.425  -0.054  -0.033  -0.092
H  0.034  2.058  0.477  0.125
C  1.363  -1.871  -4.382  -0.035
C  1.574  -2.673  -3.095  -0.470
C  3.015  -2.893  -2.677  -0.051
O  0.897  -2.074  -1.980  -0.130
H  1.478  -0.787  -4.265  0.082
H  0.284  -1.881  -4.579  0.087
H  1.846  -2.267  -5.269  0.092
H  1.195  -3.656  -3.392  0.143
H  3.090  -3.634  -1.878  0.077
H  3.403  -1.913  -2.387  0.081
H  3.685  -3.304  -3.435  0.091
H  1.040  -1.124  -2.103  0.084
C  -0.257  3.840  5.698  -0.052
C  0.375  3.364  4.407  -0.430
C  1.879  3.135  4.398  -0.055
O  -0.240  2.053  4.142  -0.104
H  -0.217  4.921  5.855  0.083
H  0.194  3.429  6.604  0.084
H  -1.319  3.601  5.743  0.079
H  0.123  3.941  3.515  0.134
H  2.357  3.739  5.177  0.081
H  2.336  3.415  3.448  0.066
H  2.200  2.112  4.590  0.078
H  -0.302  1.966  3.194  0.010
C  3.204  1.077  1.235  -0.037
C  3.067  -0.413  1.119  -0.488
C  4.342  -1.134  0.691  -0.040
O  2.552  -0.957  2.354  -0.050
H  4.058  1.250  1.899  0.100
H  2.389  1.640  1.684  0.057
H  3.448  1.542  0.280  0.094
H  2.324  -0.675  0.348  0.110
H  4.754  -0.602  -0.168  0.088
H  4.131  -2.170  0.427  0.073
H  5.106  -1.120  1.469  0.093
H  2.270  -1.851  2.172  0.059
C  -4.259  -0.889  -2.446  -0.034
C  -3.490  -1.506  -1.290  -0.446
C  -4.159  -2.837  -0.927  -0.045
O  -2.119  -1.807  -1.664  -0.193
H  -4.064  0.179  -2.551  0.071
H  -5.334  -1.042  -2.383  0.090
H  -3.903  -1.381  -3.354  0.099
H  -3.441  -0.882  -0.393  0.139
H  -4.949  -2.533  -0.236  0.098
H  -3.509  -3.531  -0.381  0.058
H  -4.582  -3.466  -1.710  0.092
H  -1.780  -0.991  -2.077  0.042
C  -1.338  3.038  -1.642  -0.045
C  -1.504  2.144  -2.832  -0.446
C  -0.504  2.435  -3.946  -0.051
O  -1.320  0.760  -2.499  -0.090
H  -1.788  4.027  -1.729  0.097
H  -0.300  3.316  -1.402  0.086
H  -1.687  2.542  -0.731  0.075
H  -2.495  2.258  -3.276  0.139
H  -0.725  3.303  -4.568  0.086
H  -0.562  1.593  -4.643  0.077
H  0.544  2.436  -3.639  0.080
H  -0.989  0.629  -1.595  0.030

Molecular formula: C4H7N2S
Method: DFT, ωB97M-V with the def2-TZVPD basis set

Values from the calculation:
- energy relative to the best compared isomer or geometry (same formula, charge and spin) (kJ/mol) = 185.0
- structure (SMILES) = SN1C=[NH+]C=CC1
- 2S+1 = 1
- HOMO-LUMO gap (eV) = 8.45
- total charge = +1
- E_HOMO (eV) = -13.0

Each line ends with the Löwdin charge.
Geometry (Å):
S  1.230  1.379  -1.981  0.929
N  0.424  0.659  -0.643  -0.434
C  1.016  0.677  0.534  -0.124
N  0.670  -0.096  1.548  0.065
C  -0.249  -1.107  1.415  0.011
C  -1.001  -1.190  0.061  0.049
C  -0.826  -0.079  -0.905  -0.209
H  0.183  2.134  -2.380  -0.083
H  1.870  1.334  0.644  0.152
H  1.166  -0.008  2.428  0.180
H  -0.393  -1.832  2.185  0.110
H  -1.633  -2.031  -0.133  0.097
H  -0.792  -0.471  -1.927  0.120
H  -1.666  0.631  -0.847  0.138

Molecular formula: C6H30NO12
Method: DFT, ωB97M-V with the def2-TZVPD basis set

Values from the calculation:
- 2S+1 = 1
- HOMO-LUMO gap (eV) = 10.13
- total charge = -1
- E_HOMO (eV) = -7.5

Each line ends with the Löwdin charge.
Geometry (Å):
N  -0.148  -0.783  -0.115  -0.512
O  0.786  -1.403  0.406  -0.017
O  0.041  0.252  -0.799  -0.040
O  -1.338  -1.113  0.151  -0.049
O  2.293  0.959  1.114  -0.067
H  2.080  1.895  1.170  0.030
H  1.582  0.575  0.575  -0.014
O  -1.003  -3.385  1.683  -0.087
H  -0.739  -2.583  1.175  -0.013
H  -1.941  -3.263  1.850  0.020
O  -4.439  -1.569  -0.278  -0.065
H  -4.400  -1.479  0.679  0.025
H  -3.525  -1.462  -0.567  0.005
O  -3.110  0.986  1.075  -0.069
H  -2.515  1.671  0.751  0.027
H  -2.581  0.176  1.050  -0.014
O  2.742  -2.692  2.006  -0.072
H  2.014  -2.238  1.550  -0.016
H  3.321  -2.984  1.298  0.026
O  -0.750  2.875  -1.507  -0.064
H  -0.319  2.023  -1.341  -0.023
H  -0.153  3.529  -1.130  0.030
O  -2.003  0.343  -3.397  -0.058
H  -2.529  -0.437  -3.603  0.031
H  -1.290  0.012  -2.835  0.004
C  1.776  1.900  -3.607  -0.061
C  2.386  0.804  -4.470  -0.472
C  1.529  0.365  -5.680  -0.051
O  3.738  1.123  -4.898  -0.067
H  0.780  1.560  -3.310  0.055
H  1.516  2.846  -4.089  0.084
H  2.368  2.143  -2.725  0.080
H  2.406  -0.089  -3.837  0.128
H  2.021  -0.414  -6.270  0.072
H  1.183  1.198  -6.285  0.077
H  0.742  -0.282  -5.282  0.072
H  4.146  1.040  -4.025  0.078
C  0.232  -0.112  3.436  -0.038
C  -0.469  -0.429  4.780  -0.473
C  -1.387  0.681  5.250  -0.066
O  -1.212  -1.654  4.664  -0.070
H  0.546  -1.084  3.039  0.056
H  1.229  0.328  3.478  0.073
H  -0.435  0.282  2.672  0.073
H  0.212  -0.637  5.612  0.127
H  -2.089  0.937  4.457  0.077
H  -0.781  1.548  5.518  0.077
H  -1.920  0.398  6.159  0.072
H  -0.593  -2.360  4.454  0.078